55
Properties=species:S:1:pos:R:3:forces:R:3 method="wB97M-V/def2-TZVPD" gap_ev="6.81 / 6.75" total_energy_ha=-12022.09053 e_above_lowest_kcal_mol=117.3 homo_ev="-8.71 / -8.70"
Mo 0.055357 -1.745836 -0.810046 -0.35 -0.01 -0.09
Se -4.179945 -3.349501 3.825133 -0.08 -0.03 0.00
Sb -2.252723 -2.086800 3.529301 0.08 -0.14 0.42
Se -2.506714 -0.204042 1.892501 -0.04 -0.08 -0.31
Se -1.848944 -2.101865 0.547707 -0.10 0.13 -0.26
Se -0.144680 -2.174834 4.521482 0.03 -0.01 0.05
O 1.826874 -2.540574 -2.443548 0.03 0.04 0.04
P 1.370941 -4.052521 -2.001185 0.21 0.14 0.02
O 1.542753 -5.060753 -3.031073 -0.03 -0.02 -0.02
O -0.011587 -3.670596 -1.419124 -0.21 -0.03 0.15
O 2.294379 -4.301567 -0.707269 -0.04 -0.18 -0.17
P 2.186577 -3.550483 0.765807 0.20 -0.29 0.29
O 1.037520 -5.463648 1.819211 0.02 -0.11 0.04
O 1.552999 -2.140420 0.316994 -0.53 0.56 -0.43
O 0.732846 -4.151806 1.323533 0.12 0.04 -0.04
H 2.414909 -2.482091 -3.204032 -0.03 -0.06 -0.04
H 0.660275 -6.017970 1.119414 0.00 0.01 0.01
C 4.205569 3.222288 1.341310 0.02 0.01 0.00
C 3.119918 2.199534 1.529211 -0.03 0.00 0.00
C 2.947840 1.584440 2.761878 0.01 0.01 0.01
C 1.954060 0.639587 2.961291 0.01 0.01 -0.02
C 1.132257 0.282599 1.910454 -0.02 -0.01 -0.01
C 1.299005 0.887348 0.677301 -0.01 0.02 0.03
N 0.421343 0.492366 -0.430128 0.29 0.06 0.09
C -0.724515 1.372575 -0.638804 -0.01 0.03 0.01
C -1.057001 2.345787 0.291333 0.01 0.02 -0.01
C -2.108977 3.212677 0.036116 0.00 0.00 0.00
C -2.809319 3.139095 -1.158486 -0.01 0.01 0.00
C -2.462924 2.177672 -2.091033 0.02 -0.01 -0.02
C -1.440318 1.273092 -1.831002 0.04 -0.08 0.04
C -1.185452 0.202828 -2.851974 -0.26 0.41 -0.06
O -1.398131 0.366022 -4.021644 0.00 -0.14 0.07
O -0.760257 -0.955492 -2.348032 0.62 -0.31 0.27
C 2.269914 1.865867 0.464377 -0.02 0.00 -0.01
C 2.433859 2.589815 -0.847816 0.01 0.00 -0.01
H 4.793786 3.330088 2.250581 0.00 0.00 0.00
H 3.795566 4.202496 1.087941 0.00 0.00 0.00
H 4.883719 2.940861 0.533145 0.00 0.00 0.00
H 3.606826 1.852387 3.578802 0.00 0.00 0.00
H 1.821035 0.164282 3.923580 0.00 0.00 0.00
H 0.375705 -0.475062 2.051506 0.01 0.00 0.00
H 0.998172 0.610550 -1.261113 -0.03 -0.01 -0.04
H -0.497211 2.428915 1.212107 0.00 -0.01 -0.01
H -2.367059 3.959747 0.775075 -0.01 0.00 0.00
H -3.616797 3.829009 -1.362504 0.00 0.00 0.00
H -2.980479 2.098504 -3.038098 0.00 0.01 -0.01
H 1.654892 2.377370 -1.578816 -0.02 0.00 0.01
H 3.397133 2.360288 -1.308478 0.00 0.00 0.00
H 2.408100 3.668733 -0.687246 0.02 0.00 0.00
N -5.200984 -1.238822 -0.822568 0.02 -0.01 0.04
N -4.170578 -0.813938 -1.711270 0.11 0.04 0.01
H -6.082517 -0.776704 -1.011329 -0.01 -0.01 -0.01
H -4.918073 -1.012423 0.122583 0.00 0.01 0.01
H -4.311080 0.131352 -2.048750 -0.07 -0.01 0.00
H -4.157864 -1.440432 -2.504306 -0.01 -0.01 -0.03